P:
Molecular formula: C54H144N12O15
Method: DFT, the ωB97M-V functional and the def2-TZVPD basis

Results
LUMO	0.588	eV
HOMO	-0.306	hartree

Each line ends with the Mulliken charge.
Positions of all 225 atoms, in Å:
C: 0.306 5.373 -4.705  -0.724
H: 0.407 -0.212 8.054  0.432
H: -3.108 -2.549 3.030  -0.025
C: -2.337 2.411 -6.120  0.377
H: -2.125 -0.846 -4.679  0.283
C: 8.638 -0.273 2.405  0.508
N: -1.358 -0.579 5.183  -0.059
H: 0.966 0.511 -2.111  -0.316
C: -0.410 2.336 2.885  1.145
H: 5.203 1.720 1.124  0.161
H: 0.177 5.625 -5.763  0.373
H: 0.470 -1.991 -2.609  -0.544
H: 1.060 -2.368 1.136  -0.666
N: 9.614 0.252 3.348  -0.664
H: 4.639 -1.926 -7.273  0.300
H: -4.316 -1.181 5.451  0.227
H: 2.252 4.167 2.421  0.299
H: 2.509 -3.175 3.524  -0.149
H: -1.819 -2.602 -4.574  0.328
H: 2.985 -2.659 -7.350  0.266
H: 0.313 2.765 -8.054  0.356
H: -5.456 -2.138 6.425  0.450
H: 4.808 4.143 0.439  0.406
H: -0.864 -8.339 -1.220  0.534
N: 4.175 0.782 -3.008  -0.447
H: 0.928 4.477 -4.669  -0.118
O: -3.262 1.353 -5.894  -0.091
C: -0.124 -5.999 1.093  0.592
C: 4.110 -0.635 -5.051  -1.292
C: -7.631 -1.275 3.158  0.625
N: -0.388 -2.303 -2.159  0.265
C: -0.143 -0.659 5.997  1.273
C: -3.580 4.574 -3.342  -1.146
C: -6.731 -1.112 4.367  -0.532
H: -6.334 -0.191 1.838  0.314
H: -1.675 0.390 5.136  -0.259
O: -1.807 -1.182 2.215  1.178
H: 2.128 2.041 -4.094  0.339
H: 2.318 -3.737 5.186  0.471
H: -0.787 -5.720 3.121  0.261
H: 1.876 -2.940 -1.060  -0.982
H: 1.348 3.264 1.199  -0.108
H: 4.067 -3.082 -6.033  0.304
O: 6.407 0.102 1.626  -0.159
C: -1.204 -6.070 2.166  -0.777
C: 0.994 -8.580 -0.226  -0.524
H: 2.561 -0.358 -3.614  -1.522
H: 1.851 8.927 1.350  0.266
H: 2.170 1.569 -1.401  -0.133
H: -3.690 -1.697 1.575  0.139
C: 3.342 0.247 -4.087  2.771
H: 3.892 -1.901 0.452  -0.083
H: 3.643 -3.243 -3.532  0.325
H: -0.327 -2.754 5.774  0.346
H: 3.484 -8.453 0.983  0.274
H: 0.137 -4.938 0.996  -1.047
C: 2.736 -9.221 1.213  -0.751
H: 4.155 6.205 1.075  0.401
H: -1.495 -2.472 0.656  0.420
H: -4.326 3.974 4.470  0.361
H: -2.517 1.995 3.037  0.371
O: 0.185 1.950 -0.870  -0.554
C: -3.059 2.557 5.567  -0.218
C: -4.327 1.295 -6.807  -0.946
H: -0.021 1.422 3.364  -0.128
H: -6.088 -1.917 1.799  0.003
C: 1.227 1.057 -1.186  -0.053
H: -2.807 3.827 -3.127  -0.032
N: 2.652 8.360 1.079  -0.806
C: -3.122 -1.586 2.509  -1.003
H: 0.884 6.181 -4.233  0.297
H: 4.861 1.441 -3.377  0.308
C: 7.411 0.626 2.458  -0.784
H: -0.287 0.697 -6.017  -0.147
H: -4.720 7.057 -2.929  0.282
C: -0.480 -0.437 7.456  -1.629
H: 7.036 0.772 3.482  0.395
O: 1.423 -8.702 1.123  -0.308
O: 2.995 4.949 -0.134  -0.011
C: 1.054 6.961 -0.209  -1.054
H: -0.603 -0.124 0.239  -0.158
O: 1.239 -2.042 4.604  -0.021
H: 4.574 4.419 -1.349  0.267
C: -0.738 0.705 -7.016  -0.964
C: -5.610 5.056 6.305  -0.719
O: 0.466 3.424 3.085  -0.562
H: -4.433 1.050 -2.945  0.331
H: 1.961 -2.771 -3.544  0.073
C: 0.496 -2.018 5.804  -1.145
H: 9.233 -2.328 2.611  0.386
H: -0.958 -3.065 2.268  0.215
H: -5.172 1.918 -6.479  0.288
H: -1.409 7.145 -4.072  0.366
C: 5.206 0.804 1.728  -0.239
H: 0.773 -6.484 1.480  0.609
H: -2.674 -1.494 -0.984  0.125
H: -0.998 -1.289 7.903  0.313
H: -3.072 4.734 5.384  0.296
C: -1.469 -1.614 -4.264  -1.591
H: -1.009 -8.566 0.479  0.363
C: 1.450 0.088 -0.060  0.429
O: -5.835 -2.196 4.405  -0.246
C: -1.846 6.149 -4.251  -1.170
H: -3.666 1.750 5.140  -0.115
C: -0.407 -8.031 -0.276  -0.913
H: 10.442 -0.329 3.375  0.267
H: -8.105 -2.263 3.218  0.244
C: 3.768 -2.267 -6.705  -0.853
H: 3.495 -3.472 1.214  0.128
O: -2.276 -5.257 1.744  -0.145
H: -9.444 -0.598 3.818  0.263
H: -4.138 -4.620 2.259  0.169
N: 0.982 -5.143 -2.584  -0.853
H: -4.338 4.417 -2.575  0.451
O: -3.813 -0.866 -2.567  -0.469
H: -0.007 0.444 -7.782  0.481
N: -8.699 -0.253 3.222  -0.747
H: 2.886 -9.540 2.243  0.234
C: -3.545 0.494 -2.647  -0.069
C: -1.018 -2.194 1.605  -1.630
H: 1.121 -2.293 6.665  0.445
C: 2.153 6.974 0.833  0.670
C: 8.299 -1.760 2.566  -1.179
N: 0.258 -0.652 0.241  3.296
H: 2.176 2.410 2.550  0.243
H: -1.068 -0.375 -2.643  -1.057
H: -1.106 -0.850 4.234  -0.365
H: -1.110 3.170 5.338  0.317
H: -0.478 2.311 -2.836  -0.097
C: -2.731 -1.640 -2.074  -0.768
H: -3.836 -6.351 2.564  0.362
H: 4.853 0.999 2.747  0.437
H: -3.211 0.926 -1.686  0.164
H: -0.489 -1.477 -4.733  0.276
H: -3.963 4.313 -4.329  0.295
C: 0.344 -1.573 1.363  -0.396
H: -2.893 3.330 -6.351  0.430
H: 0.718 5.945 -0.443  -0.024
N: -1.748 2.498 4.930  -0.055
H: -2.069 3.671 3.193  0.534
C: -3.778 3.886 5.421  -0.498
H: 3.753 3.095 -0.545  -0.264
C: -6.859 -1.149 1.862  -1.156
H: 9.005 -0.164 1.376  0.204
H: 4.662 -1.407 -4.491  0.434
H: 1.909 6.544 1.803  0.220
H: 2.410 -4.115 -4.517  0.357
H: -2.178 6.137 -5.299  0.385
O: 3.205 -1.207 -5.971  -0.237
H: 7.737 1.612 2.093  0.278
H: 1.009 -4.022 4.040  0.084
H: -3.012 -2.685 -2.233  0.343
H: -7.516 -1.273 1.001  0.458
O: 3.840 -3.520 -0.849  -0.580
H: 0.710 -5.607 -1.710  -0.008
C: 4.082 -2.985 0.429  -0.066
H: 0.278 -4.399 -2.588  0.397
H: 1.041 -9.562 -0.718  0.518
H: -2.949 2.304 6.623  0.257
N: -4.060 6.926 -3.688  -0.789
H: 2.229 -0.629 -0.346  -1.018
H: 3.029 -5.413 -2.407  0.663
C: -1.760 2.653 3.477  -1.347
H: -3.135 -5.125 3.632  0.348
H: 3.390 2.017 -5.337  0.510
H: -1.880 2.536 -5.134  -0.695
H: 1.455 7.352 -1.149  0.284
H: 0.594 -1.043 2.292  0.538
C: 2.627 -3.639 -3.561  -1.585
C: 1.786 -3.299 4.329  -0.378
C: -2.996 5.951 -3.307  0.908
H: 0.284 2.930 -6.509  0.073
H: 0.570 0.126 5.696  0.088
N: -0.486 -6.574 -0.188  -0.018
H: -4.708 0.274 -6.885  0.253
H: 4.405 0.196 1.292  -0.241
C: -1.405 -1.420 -2.760  2.433
H: 3.816 6.795 -0.531  0.407
O: -4.658 4.053 6.503  -0.300
O: -0.893 5.146 -4.010  0.278
H: -1.474 -0.101 -6.987  0.387
H: 1.839 0.630 0.819  -0.344
H: 0.161 7.520 0.076  0.451
H: -4.278 -2.972 5.374  0.103
H: 7.715 -1.947 3.470  0.275
C: -1.367 2.085 -7.246  0.382
C: 1.609 3.304 2.255  -0.201
H: -2.689 6.228 -2.291  0.158
C: 2.482 -3.865 -1.067  1.421
C: 3.370 6.226 0.307  -1.012
H: -1.138 0.430 7.555  0.296
N: -0.304 3.127 -7.324  -0.615
H: -6.166 -0.167 4.295  0.127
C: -3.397 -5.344 2.588  -0.886
H: 1.694 -7.933 -0.777  0.252
H: -6.001 5.038 5.276  0.329
C: 2.332 -4.568 -2.409  0.741
C: 4.113 4.111 -0.403  -0.400
H: -0.241 -2.024 -1.187  -0.698
H: -0.501 2.092 1.819  -0.361
C: -4.915 -2.096 5.470  -0.679
H: -7.324 -1.030 5.292  0.329
H: -9.134 -0.134 2.314  0.239
H: 2.871 -10.079 0.547  0.326
H: -2.775 0.743 -3.385  -0.240
H: 2.900 8.732 0.164  0.304
H: -3.572 -0.814 3.127  0.062
H: 1.941 1.019 -5.527  0.252
H: 4.793 0.071 -2.615  0.268
H: -5.221 6.072 6.462  0.276
H: -4.073 1.603 -7.828  0.359
C: 2.660 1.401 -4.801  -1.773
H: -3.638 7.847 -3.797  0.242
H: 9.214 0.269 4.279  0.247
H: 5.152 -3.074 0.627  0.100
H: -1.945 2.020 -8.171  0.204
C: -0.086 2.807 -1.938  -0.067
H: 4.870 -0.033 -5.582  0.460
H: -1.444 -6.319 -0.405  0.200
H: -6.444 4.894 6.984  0.248
H: -0.822 3.555 -1.639  0.325
H: 2.071 -4.473 -0.247  0.043
H: -1.547 -7.108 2.290  0.503
H: 0.808 3.398 -2.191  0.204
H: 7.764 -2.144 1.698  0.173

Q:
Molecular formula: C54H144N12O15
Method: DFT, the ωB97M-V functional and the def2-TZVPD basis

Results
LUMO	0.642	eV
HOMO	-0.321	hartree

Each line ends with the Mulliken charge.
Positions of all 225 atoms, in Å:
H: 0.653 3.638 -5.665  0.486
H: 4.055 1.692 4.190  0.493
C: -0.728 1.766 -1.357  -1.544
H: 2.784 -3.851 -5.483  0.262
H: 5.545 -4.228 -3.277  0.231
H: 1.523 4.580 2.178  0.216
H: 2.800 -5.565 -1.074  0.333
C: -2.876 4.437 -3.212  -0.011
H: -5.510 0.276 -4.717  0.453
C: 2.985 -4.773 0.897  -1.341
H: -0.110 -6.210 2.151  -0.069
H: 4.429 -0.377 7.266  0.304
N: -6.823 2.333 -3.682  -0.711
C: -1.013 4.194 3.183  -0.718
H: 0.615 4.098 -3.236  0.164
H: -3.343 1.093 1.084  -0.560
H: 3.635 -2.765 2.379  0.535
H: -4.289 -0.846 4.988  0.289
H: -4.469 5.834 3.504  0.263
H: 0.484 5.977 1.686  0.559
H: -1.792 -5.570 0.363  -0.479
C: 6.104 -0.116 -0.274  -0.665
C: 3.773 0.473 7.430  -0.746
C: 4.030 2.368 -7.562  -0.502
H: 3.721 -8.737 3.648  0.406
C: 5.621 4.449 0.416  -0.902
O: 2.461 3.176 -2.897  -0.430
C: -0.374 3.684 5.377  -0.950
H: 0.662 -7.793 5.346  0.387
C: -5.065 4.966 3.638  -0.905
H: 2.126 -7.127 2.767  -0.425
H: -2.129 0.907 4.227  -0.051
H: -7.262 0.956 -1.399  0.485
H: -2.142 3.704 -2.919  -0.163
N: 4.887 -3.613 -2.831  -0.454
H: 2.677 1.007 -6.495  0.143
C: 3.335 2.357 2.340  0.591
H: 5.133 -0.954 2.092  0.494
H: -1.200 2.529 -0.710  0.220
H: 5.320 5.109 -0.371  0.242
H: -1.682 -6.337 2.965  0.412
H: 0.043 8.719 -3.105  0.207
C: -3.868 -6.991 -1.687  -0.822
H: 4.340 -3.724 -0.284  0.172
H: -2.519 -0.837 -0.278  -0.210
O: 4.438 3.879 0.877  -0.054
H: 0.821 2.133 -4.810  -0.215
H: 1.974 -0.007 3.225  -0.529
H: -0.412 3.146 1.430  -1.696
C: -6.473 0.478 -1.973  -1.435
C: 0.711 4.929 1.544  -2.174
H: -3.752 -1.162 -5.101  0.418
H: -1.641 -2.139 4.631  0.303
H: 1.983 2.211 -7.563  0.343
H: -6.724 3.050 2.350  0.481
H: 2.726 -9.036 5.064  0.382
H: 5.534 2.796 -9.664  0.300
H: 6.277 1.620 -8.597  0.308
O: 4.206 1.558 -8.684  -0.323
H: -2.809 0.124 -1.618  -0.371
H: -1.785 5.717 1.089  0.390
H: -0.910 8.090 -5.426  0.271
C: 1.360 3.092 -5.019  -0.330
C: -0.682 -5.896 3.022  -0.090
H: 5.270 2.146 1.529  0.105
C: -3.485 -1.538 5.256  -0.897
H: 1.377 -4.673 -0.529  -0.520
N: 3.658 -3.549 0.454  0.112
H: 2.644 3.122 2.665  0.023
C: 3.390 -4.253 -4.657  -1.216
H: 6.507 0.548 0.505  0.319
C: 0.655 -7.463 4.288  -1.110
H: -4.470 -2.672 7.423  0.290
C: -6.043 0.625 1.634  -1.681
H: -1.219 1.919 -2.312  0.088
N: -2.834 -3.064 0.265  0.057
C: -1.825 7.765 -3.557  0.418
H: 3.354 -1.541 -2.529  0.140
O: 1.558 -6.618 0.212  -0.305
H: -2.807 7.993 -3.170  0.347
H: -0.649 -0.055 3.909  -0.403
C: 4.342 -2.874 1.563  -1.121
C: 2.395 0.716 3.964  1.254
H: 5.189 -3.441 1.965  0.523
C: 3.968 -3.087 -3.843  0.038
N: -3.763 1.534 1.917  0.683
H: 6.136 4.953 1.244  0.324
C: -1.752 -3.844 -1.737  0.281
H: 3.675 -5.492 1.327  0.790
H: -2.037 -1.667 2.291  -0.157
H: 1.985 4.856 -4.011  0.491
C: 1.561 3.896 -3.720  -0.341
O: 2.148 -1.617 -4.152  -0.523
H: 2.308 -2.988 -2.534  -0.500
H: -1.213 5.237 3.493  0.293
H: -4.405 1.583 -4.470  0.343
C: 4.664 2.940 1.911  -0.805
H: -0.468 -0.349 -1.368  -0.834
H: 5.205 0.369 -0.705  0.167
C: 2.759 0.014 5.297  -1.011
H: -4.729 -7.225 -1.038  0.298
H: -7.000 -0.313 -2.526  0.333
H: -1.365 3.280 5.573  0.352
C: -1.414 6.339 -3.314  -0.118
H: -3.773 -4.128 -1.359  0.507
C: 0.980 -7.331 -0.876  -0.763
N: -1.599 4.761 0.792  -0.401
H: 5.476 -2.931 -2.401  0.157
C: -5.141 1.917 1.544  1.110
H: 1.799 -0.289 5.722  0.466
H: 0.341 -1.547 -3.013  -0.098
H: 3.912 3.393 -7.878  0.310
C: -2.299 -1.309 4.350  0.279
H: 1.643 3.443 -0.983  -0.357
N: -0.915 8.646 -2.764  -0.619
H: 0.329 1.918 -1.510  0.099
H: -2.566 0.071 -4.635  0.339
N: 3.606 1.331 3.383  -0.157
H: 2.294 -9.644 3.464  0.366
H: 3.682 -6.217 4.292  0.295
C: -4.990 0.834 -3.949  -1.078
H: 1.010 -2.709 0.557  -0.783
O: -0.240 -1.197 0.979  1.045
O: -2.714 -6.639 -0.997  -0.262
C: 1.094 -0.929 -3.550  0.060
H: 2.302 -4.462 1.676  0.393
C: 1.038 -1.619 0.588  1.590
H: -4.742 4.526 4.594  0.339
C: 2.686 -8.771 3.998  -1.730
H: -2.258 9.207 -5.167  0.377
H: 0.201 -6.784 -1.407  0.212
H: -0.787 -4.812 3.001  -0.024
H: -1.423 6.121 -2.239  0.124
C: -2.869 -4.115 -0.770  0.116
C: -1.557 0.019 4.550  -0.343
H: -5.648 2.463 3.591  0.313
H: -5.940 0.281 2.669  0.334
H: 2.724 4.703 -1.537  0.459
H: -2.488 4.296 0.935  0.031
H: -3.471 -3.252 1.037  0.203
N: 2.771 -6.405 4.684  -0.775
C: 2.055 -7.386 3.827  1.772
H: 1.018 4.858 0.504  0.363
H: -1.946 3.653 3.340  0.041
N: -2.437 0.126 -0.666  0.076
H: -6.118 5.188 3.779  0.360
H: -7.064 0.840 1.363  0.493
H: -0.783 -3.794 -1.223  -0.622
H: 3.520 -0.797 5.164  0.444
C: 2.750 2.058 -6.813  -0.490
C: -3.224 -0.695 -4.255  -0.660
H: -5.218 2.148 -2.331  -0.203
H: -3.231 -0.725 2.623  -0.059
C: -0.964 0.372 -0.716  2.938
N: -2.764 -1.556 3.002  -0.169
O: 3.342 1.005 6.171  -0.352
C: -2.748 -5.534 -0.155  -0.264
H: -3.345 4.720 -2.260  0.297
H: -3.818 -2.592 5.152  0.421
H: -3.620 3.997 -3.842  0.252
H: 3.240 2.624 -4.943  0.267
H: 1.353 -1.258 -0.415  0.164
H: 2.931 0.122 8.053  0.272
C: 4.762 -1.452 1.194  -0.134
H: 0.649 -0.367 -4.355  0.289
C: -4.044 -1.657 7.549  -0.777
H: -1.223 0.091 5.589  0.667
H: 2.253 -5.541 4.683  0.275
H: 4.277 1.288 7.943  0.243
H: 4.957 2.388 -6.974  0.362
H: 1.621 1.431 4.305  -0.670
H: -5.585 -0.102 0.986  0.195
H: -2.614 -1.419 -3.747  -0.097
H: 1.724 -7.523 -1.640  0.360
H: -3.247 2.413 2.013  -0.393
O: -4.150 -0.142 -3.367  -0.163
C: -0.377 0.209 0.669  -0.537
H: -5.859 0.049 -1.170  0.142
C: -1.920 8.163 -5.028  -1.427
O: -0.056 3.556 4.016  -0.070
H: -1.069 0.602 1.439  -0.426
H: -3.575 -7.859 -2.236  0.290
H: -3.556 -5.681 0.570  0.617
O: -3.089 -1.301 6.597  -0.286
H: -0.326 4.728 5.698  0.333
H: -1.892 -2.855 -2.177  -0.843
H: 6.317 3.690 0.011  0.310
H: -2.537 7.444 -5.577  0.321
H: 5.115 3.466 2.766  0.462
O: -2.347 5.491 -4.009  -0.418
C: 2.911 -2.306 -3.190  0.649
H: 3.416 3.105 -1.155  0.111
C: 5.461 1.758 -9.318  -0.717
H: 0.621 -8.260 -0.455  0.250
H: 3.889 -0.891 0.856  -0.063
O: 5.861 -1.440 0.217  -0.455
H: 5.545 1.057 -10.144  0.243
O: -0.063 -6.218 4.259  -0.401
C: -0.564 4.170 1.758  3.147
H: 1.336 -0.171 -2.810  0.034
H: -7.511 1.762 -4.139  0.248
H: 2.905 1.818 1.499  -0.244
H: -1.302 9.549 -2.584  0.233
H: -1.908 -3.013 0.679  -0.469
H: -1.572 -4.585 -2.510  0.737
H: 1.754 -1.344 1.381  -0.845
O: -4.916 4.114 2.516  -0.194
H: -0.413 6.030 -3.623  0.032
H: -4.880 -0.965 7.627  0.296
C: -5.664 2.879 2.557  -1.215
C: 2.138 -5.386 -0.203  0.360
H: -7.257 3.033 -3.064  0.297
H: 4.528 -2.388 -4.465  0.348
C: -5.865 1.513 -2.951  1.268
H: 6.895 -0.207 -1.014  0.398
H: -3.486 -1.609 8.486  0.247
H: -5.105 2.441 0.582  0.218
H: -4.222 -6.244 -2.407  0.294
N: 2.623 2.956 -5.672  -0.296
C: 2.556 3.618 -1.572  0.087
H: 0.614 0.639 0.725  -0.121
H: 2.830 -4.769 -3.876  0.213
H: 0.083 -8.166 3.714  0.378
H: 0.326 3.112 5.997  0.217
H: 4.166 -4.924 -5.075  0.419

Most stable: P. Least stable: Q.

P:
Molecular formula: C5H7P
Method: DFT, the ωB97M-V functional and the def2-TZVPD basis

Results
LUMO	0.927	eV
HOMO	-0.317	hartree

Each line ends with the Mulliken charge.
Positions of all 13 atoms, in Å:
C: 0.292 -1.417 -0.139  -0.334
H: 1.948 0.107 1.385  0.016
P: 2.224 0.570 0.147  -0.058
H: 0.690 -2.397 -0.045  0.423
C: 0.877 -0.283 -0.806  -0.323
H: -1.382 -1.699 1.161  0.334
H: -2.688 1.128 0.224  0.291
C: -0.880 -1.091 0.395  -0.550
H: 1.198 -0.527 -1.756  0.411
H: 1.791 1.823 0.451  0.008
C: -1.716 1.330 -0.138  -0.698
H: -1.393 2.189 -0.643  0.299
C: -0.963 0.267 -0.237  0.181

Q:
Molecular formula: C5H7P
Method: DFT, the ωB97M-V functional and the def2-TZVPD basis

Results
LUMO (alpha / beta)	-0.761 / -1.405	eV
HOMO (alpha / beta)	-0.279 / -0.293	hartree

Each line ends with the Mulliken charge.
Positions of all 13 atoms, in Å:
H: 1.085 -0.758 1.355  0.406
C: -1.048 0.585 -0.711  -0.467
P: -1.190 1.513 -3.434  -0.070
H: 1.051 0.860 1.335  0.343
C: 0.500 0.005 1.022  -1.502
H: -2.352 2.005 -1.634  0.297
H: -1.642 0.868 0.139  0.204
H: 0.578 -1.458 -2.069  0.256
C: -1.537 1.308 -1.783  -0.382
H: -0.315 0.176 1.702  0.359
C: 0.845 -1.142 -1.053  -0.875
H: 1.532 -1.607 -0.481  0.377
C: 0.171 -0.151 -0.445  1.053

Most stable: Q. Least stable: P.